The following is a DFT calculation (wB97M-V/def2-TZVPD) of an isolated ion of composition C3H7O3S3 and charge -1 in a non-equilibrium geometry.

XYZ file:
```
16
Properties=species:S:1:pos:R:3:forces:R:3
C 1.5597 -0.1934 0.0498 -0.32 -0.02 -0.03
C 0.1580 -0.4630 0.5793 0.33 -0.15 0.25
C -0.9214 -0.0568 -0.3580 -1.39 2.75 -0.12
S -0.9382 -0.7561 -1.9600 0.81 -0.50 -0.72
S -0.9489 2.1042 -0.5748 0.83 -2.06 0.26
S -2.6110 -0.3274 0.3366 0.02 -0.20 0.35
O -3.4955 0.1373 -0.7337 -0.16 0.01 0.22
O -2.6762 0.4602 1.5524 0.01 0.00 -0.01
O -2.6365 -1.7651 0.5371 -0.04 -0.09 0.08
H 1.6987 0.8778 -0.0708 0.14 0.14 -0.02
H 1.6822 -0.6632 -0.9254 0.15 -0.05 -0.05
H 2.3131 -0.5842 0.7293 0.12 0.00 0.04
H 0.0084 -1.5351 0.7528 0.04 0.06 0.05
H -0.0186 0.0581 1.5233 0.03 -0.06 -0.04
H -2.2597 -0.5553 -2.0586 -0.16 0.00 -0.27
H -2.2571 2.0776 -0.3801 -0.40 0.16 0.03
```
Positions in Å, forces in eV/Å.

Its net charge is -1. The calculation puts the maximum force at 3.09 eV/A. Its HOMO energy is -4.845 eV. Its SMILES is CCC(S)(S)S(=O)(=O)[O-]. Its molar mass is 187.29 g/mol.